(1)
ORCA calculation (wB97M-V/def2-TZVPD) on the molecule C2H3Cl3N2 in a non-equilibrium geometry.

## Properties
Kohn-Sham gap = 10.22 eV
energy above the lowest of the compared OMol25 structures with the same formula, charge and spin = 156.3 kJ/mol

Geometry as XYZ:
```
10
Properties=species:S:1:pos:R:3:forces:R:3:nbo_charge:R:1
C 0.2111 0.2783 0.0897 1.36 -1.80 -1.02 0.3913
C -1.3042 0.2382 0.0397 0.62 2.93 1.23 -0.3318
N 0.6975 1.4023 0.3323 1.58 0.62 -0.15 -0.6448
N 0.8558 -1.0142 -0.2829 0.02 3.25 -0.55 -0.6434
Cl -1.9146 0.2130 -1.5908 -0.16 0.01 -0.54 0.0308
Cl -1.7893 -1.1844 0.9153 -0.96 -0.38 0.75 0.0100
Cl 2.6080 -0.9977 -0.5442 -1.90 -0.10 0.74 0.1217
H -1.5526 1.3377 0.5199 0.03 -3.21 -0.89 0.2897
H 1.7399 1.4971 0.2952 -1.12 -0.53 0.07 0.3694
H 0.4483 -1.7705 0.2258 0.54 -0.78 0.36 0.4070
```
Forces are in eV/Å.



(2)
ORCA calculation (wB97M-V/def2-TZVPD) on a cluster of 2 separate species, C2H3Cl3NOP in total in a non-equilibrium geometry.

## Properties
Kohn-Sham gap = 10.95 eV
energy above the lowest of the compared OMol25 structures with the same formula, charge and spin = 0.0 kJ/mol

Geometry as XYZ:
```
11
Properties=species:S:1:pos:R:3:forces:R:3:nbo_charge:R:1
C -1.6195 -0.8763 0.1323 -1.39 -0.55 1.50 0.2771
C -1.6482 -0.5138 -1.2590 -1.31 1.09 -2.68 -0.7559
N -1.7883 -1.1478 1.2448 0.55 0.15 -1.09 -0.3176
O 0.4684 1.1076 1.1529 -0.39 0.32 0.37 -1.0252
P 1.8728 0.7851 1.0424 0.13 -0.22 -0.43 1.6639
Cl 2.7626 1.7986 -0.4315 0.29 0.18 0.05 -0.2249
Cl 2.1490 -1.1103 0.4474 0.24 0.05 0.38 -0.2151
Cl 3.0084 1.1159 2.6682 -0.24 -0.25 -0.44 -0.1962
H -1.5228 -1.4213 -1.9596 0.72 1.56 1.17 0.2630
H -0.9756 0.4083 -1.3688 -0.57 -1.71 -0.42 0.2692
H -2.7066 -0.1459 -1.6690 1.96 -0.62 1.59 0.2617
```
Forces are in eV/Å.



(3)
ORCA calculation (wB97M-V/def2-TZVPD) on a cluster of 2 separate species, C2H3Cl3O in total in a non-equilibrium geometry.

## Properties
Kohn-Sham gap (alpha / beta) = 9.12 / 7.10 eV
energy above the lowest of the compared OMol25 structures with the same formula, charge and spin = 363.1 kJ/mol

Geometry as XYZ:
```
9
Properties=species:S:1:pos:R:3:forces:R:3:nbo_charge:R:1
C -0.9174 1.1080 0.0384 -1.49 -1.36 0.42 0.0046
C 0.6396 -1.4180 0.5043 0.71 0.80 -1.99 -0.2875
O -0.7485 1.0110 -1.2801 -0.92 -1.24 0.04 -0.6478
Cl 0.2765 1.8797 0.9219 0.58 0.59 0.74 0.0060
Cl 2.2424 -0.8164 0.4154 -0.32 -0.14 0.01 0.0331
Cl -0.0743 -1.9592 -0.9622 0.21 -0.10 0.49 0.0378
H -1.5533 0.3234 0.4496 0.43 0.41 0.26 0.1855
H 0.4003 -1.9031 1.3883 -0.59 -0.83 1.38 0.1898
H -0.2652 1.7746 -1.4756 1.39 1.86 -1.35 0.4787
```
Forces are in eV/Å.



(4)
ORCA calculation (wB97M-V/def2-TZVPD) on a cluster of 2 separate species, C2H3Cl3O in total in a non-equilibrium geometry.

## Properties
Kohn-Sham gap = 8.40 eV
energy above the lowest of the compared OMol25 structures with the same formula, charge and spin = 310.5 kJ/mol

Geometry as XYZ:
```
9
Properties=species:S:1:pos:R:3:forces:R:3:nbo_charge:R:1
C -0.5236 0.3582 0.8969 2.32 -3.10 -1.59 0.1374
C 0.6963 -0.8919 -0.7561 -1.59 1.12 2.36 -0.4307
O -1.6329 0.7408 0.3334 -1.57 1.53 -0.59 -0.6604
Cl 0.7162 1.5586 1.1293 -1.13 -0.30 0.78 0.0234
Cl 2.2533 -0.4987 -0.2005 1.69 0.32 -0.64 0.0012
Cl 0.1190 -0.3856 -2.2980 0.22 0.19 -0.10 -0.0013
H -0.6566 -0.6097 1.4949 0.58 2.12 -0.32 0.2295
H 0.6659 -1.9427 -0.5928 -0.91 -0.72 -0.22 0.1933
H -1.6374 1.6710 -0.0073 0.38 -1.16 0.33 0.5076
```
Forces are in eV/Å.



(5)
ORCA calculation (wB97M-V/def2-TZVPD) on the molecule C2H3Cl3O in a non-equilibrium geometry.

## Properties
<S²> = 2.01
Kohn-Sham gap (alpha / beta) = 5.68 / 6.55 eV
energy above the lowest of the compared OMol25 structures with the same formula, charge and spin = 68.2 kJ/mol
spin multiplicity = 3

Geometry as XYZ:
```
9
Properties=species:S:1:pos:R:3:forces:R:3:mulliken_spin:R:1
C -0.0351 -0.1443 0.1767 3.96 5.74 -4.14 0.5299
C 0.9568 -0.2127 -1.0239 -2.29 1.59 -0.99 0.0489
O 0.5594 -0.5573 1.2823 0.91 -2.04 1.45 0.2321
Cl -1.2474 -1.5427 -0.2627 -4.10 -5.10 -0.50 1.1674
Cl 1.9427 -1.6148 -0.9836 0.90 -1.39 0.09 0.0015
Cl 1.9784 1.2395 -0.9956 0.68 0.65 -0.23 0.0401
H -0.5876 0.8121 0.0135 0.58 -0.64 1.44 -0.0239
H 0.4382 -0.2036 -2.0592 0.52 0.02 1.87 0.0054
H 1.2409 -1.2573 0.9506 -1.16 1.16 0.99 -0.0014
```
Forces are in eV/Å.



(6)
ORCA calculation (wB97M-V/def2-TZVPD) on the ion C2H3Cl3OP with charge +1 in a non-equilibrium geometry.

## Properties
charge = +1
Kohn-Sham gap = 8.89 eV
energy above the lowest of the compared OMol25 structures with the same formula, charge and spin = 232.9 kJ/mol

Geometry as XYZ:
```
10
Properties=species:S:1:pos:R:3:forces:R:3:nbo_charge:R:1
C -1.4065 0.2708 0.3444 -3.40 0.65 0.60 -0.1155
C -0.4777 -0.1419 -0.6993 1.60 1.05 1.99 -0.1633
O -1.0967 -1.0495 0.0694 0.17 -3.33 1.02 -0.4342
P 1.3410 -0.0489 -0.0374 -0.22 3.31 -0.25 1.1970
Cl 2.0711 2.2288 0.1204 -1.13 -3.82 -0.29 -0.1499
Cl 1.5530 -0.9020 1.7084 -0.39 0.53 -0.07 -0.0358
Cl 2.4154 -1.0985 -1.2204 0.82 -0.13 -0.83 -0.0429
H -1.1278 0.5812 1.3609 0.12 0.33 -0.62 0.2239
H -2.5110 0.3702 0.0538 1.82 0.91 0.44 0.2498
H -0.7605 -0.2101 -1.7002 0.61 0.51 -1.99 0.2709
```
Forces are in eV/Å.